2 unconnected molecules or ions with the total composition C7H14N3OP in a non-equilibrium geometry, computed with ωB97M-V/def2-TZVPD.

```
26
Properties=species:S:1:pos:R:3:forces:R:3:nbo_charge:R:1
P -1.041946 0.537336 0.011469 1.33 0.51 3.00 1.664
O -1.544747 0.884971 -1.286929 -0.75 1.45 -4.03 -1.051
N -1.491298 -2.193037 -0.095205 -0.68 0.32 0.51 -0.302
N 1.751052 0.835962 -0.382497 -0.50 0.98 -0.65 -0.323
N -2.710109 -1.015642 1.361432 0.39 0.73 -0.40 -0.444
C -0.505045 -2.407562 -1.138814 1.09 -0.76 2.36 -0.404
C 1.475404 2.178559 -0.870255 -0.70 0.62 1.02 -0.499
C -3.039062 -2.305852 1.478908 -0.43 -1.21 -0.94 -0.083
C -1.806244 -0.985982 0.384063 -0.10 0.41 2.22 -0.072
C 2.782343 0.854866 0.606335 2.53 -2.32 -0.66 -0.483
C -2.342774 -3.046709 0.550400 0.94 -0.59 0.36 -0.097
C -1.399646 1.900364 1.258040 1.29 -2.25 -0.28 -0.960
H 0.608341 2.211240 -1.514527 -0.40 -0.28 -0.07 0.225
H 3.362695 -0.199121 0.500835 -1.32 2.30 0.70 0.197
H -0.685352 -1.645159 -1.832503 0.21 0.73 -1.50 0.238
H 1.310032 2.957326 -0.055089 0.33 -0.84 -0.63 0.173
H -0.862101 2.635841 0.619913 -0.80 0.35 1.06 0.243
H 2.270917 2.557095 -1.487240 0.86 0.04 -0.17 0.211
H -0.633335 -3.406729 -1.455416 -0.34 -0.88 -1.06 0.213
H -0.837312 1.602914 2.207657 -0.96 0.86 -1.18 0.245
H -3.860244 -2.662071 2.069029 0.02 -0.01 0.43 0.209
H 0.540345 -2.406219 -0.720400 -0.99 0.54 -0.34 0.216
H 3.591001 1.635240 0.534585 -0.87 -0.34 -0.50 0.193
H -2.501920 1.932511 1.349264 0.76 0.46 0.04 0.268
H 2.408618 0.986484 1.599192 -0.45 -0.25 0.87 0.212
H -2.161539 -4.091575 0.441266 -0.45 -0.55 -0.15 0.211
```
Positions in Å, forces in eV/Å.

The calculation puts the maximum force at 0.0845 hartree/bohr. Its HOMO energy (alpha / beta) is -7.5 / -8.8 eV. The orbital gap (alpha / beta) is 7.2 / 8.4 eV. Its total charge is 0. The relative energy (zero: lowest compared OMol25 entry of this formula, charge and spin) is 71.5 kcal per mole.

12 unconnected molecules or ions with the total composition C45H52Br12O13S in a non-equilibrium geometry, computed with ωB97M-V/def2-TZVPD.

```
123
Properties=species:S:1:pos:R:3:forces:R:3:lowdin_charge:R:1
Br 4.354790 -0.679516 5.503973 -0.17 -0.28 0.10 0.587
Br 6.697396 -5.664891 -6.382187 -0.65 -0.35 0.17 0.590
Br -5.499689 -3.540849 4.092232 -0.39 -0.19 0.90 0.578
Br -9.564826 -4.131824 -0.040036 -1.37 0.12 0.58 0.635
Br 5.597722 -2.201454 -12.062824 -1.78 0.24 0.76 0.502
Br 6.875987 -3.484270 8.313939 -0.05 0.43 -0.40 0.557
Br 2.652488 -6.362372 -3.998217 1.01 0.53 -0.48 0.558
Br 6.326699 -6.617756 2.873323 0.87 -0.37 -0.20 0.586
Br 2.235181 -1.584806 -8.637267 0.96 -0.04 -0.85 0.548
Br -8.207930 -5.944989 -2.774013 0.57 -0.14 0.81 0.573
Br -8.778664 -3.515685 7.447665 0.22 0.04 -0.78 0.601
Br 3.632450 -4.816357 2.377623 0.89 0.33 -1.38 0.499
S -1.082468 3.407015 -4.061924 -1.56 1.61 1.19 0.673
O -0.905978 4.120161 -2.459508 0.65 -0.75 -4.11 -0.283
O 3.453718 5.684669 3.827669 -0.52 0.43 -1.99 0.100
O 2.877771 -0.649735 -0.516273 -0.81 0.31 -0.79 0.110
O 0.220783 3.234079 -4.599823 0.48 -0.03 0.50 -0.281
O 2.579602 7.822653 -1.084662 1.00 -3.01 2.21 0.060
O -1.390693 1.596441 5.533716 0.28 0.36 0.81 0.110
O -1.991111 2.294444 -4.025134 0.30 0.54 0.51 -0.292
O 6.268334 -0.185741 -4.728951 -0.34 2.31 0.53 0.092
O -2.602105 1.081570 10.869722 2.07 1.06 -3.81 0.076
O -2.309261 -2.341429 -1.111588 4.33 2.73 0.64 0.032
O -7.019828 0.904080 2.564325 -1.27 0.19 -0.63 0.094
O 6.937223 4.855138 -2.870236 -1.12 -1.85 -1.45 0.089
O -10.676375 2.276833 -1.207820 2.24 -0.77 1.77 0.087
C 6.352720 0.983961 -4.324087 1.29 -1.59 0.10 -0.358
C -2.212533 1.238024 9.673811 -1.73 -1.11 0.68 -0.326
C 0.661254 -0.715427 0.311502 -0.85 0.42 1.70 0.000
C 5.848404 3.424349 -4.446133 -2.05 -1.25 -1.41 0.021
C -9.834943 1.971891 -0.340182 -0.74 0.29 -0.86 -0.353
C -10.126250 2.041868 1.101483 1.14 -0.42 1.09 0.025
C -2.063659 4.524168 -1.766299 -0.06 -1.75 1.79 -0.294
C 5.520190 -6.562698 1.115351 -0.70 -0.50 0.39 -0.732
C -7.898554 -3.881718 -0.894876 0.09 0.29 0.42 -0.777
C -1.561281 1.533457 6.745241 0.93 -0.01 -1.67 -0.404
C 1.690708 -0.723227 -0.775466 -1.26 -1.13 1.12 -0.392
C -0.709140 2.148112 7.767204 -0.89 -0.16 2.25 0.045
C 3.040403 7.531921 2.393861 -0.06 2.44 -1.82 0.041
C -9.216358 1.650118 2.056666 -2.63 1.29 -1.47 0.042
C -7.289858 -5.238315 -1.150492 0.44 0.96 -1.16 -0.651
C 4.960389 -5.195193 0.857470 -1.24 -0.58 0.20 -0.592
C 5.664358 2.149299 -4.882114 -0.16 1.19 -0.81 0.045
C 6.717364 3.730855 -3.374656 2.70 2.16 2.94 -0.383
C -0.625024 -1.128288 0.322596 0.49 -0.36 -2.33 0.032
C -1.846200 4.845826 -4.913848 1.23 -0.89 0.22 -0.087
C -7.888234 -3.296462 5.707988 1.35 -0.57 -0.47 -0.692
C 3.185186 6.107292 2.698826 0.15 -0.11 0.86 -0.372
C 5.346990 -6.510887 -5.210181 -0.07 -0.40 0.42 -0.676
C 5.381341 -2.802380 7.190196 0.28 -0.03 0.69 -0.654
C 1.029045 -1.036489 -2.047234 -2.58 -1.17 -1.32 0.039
C -0.304586 -1.494605 -2.159309 3.55 1.16 0.35 0.044
C 2.967099 5.736051 0.228985 -0.01 1.49 -0.46 0.027
C -2.952502 0.627542 8.546067 -1.04 -0.27 1.25 0.002
C -7.537522 1.092801 0.334469 -1.50 -0.05 -2.58 0.000
C -1.200409 -1.697352 -0.994596 -2.95 -1.74 0.63 -0.304
C 5.821045 -1.844188 6.088740 0.04 -0.09 -0.27 -0.669
C 2.877855 8.052831 1.118648 0.63 -0.70 4.66 0.006
C 3.900820 -1.524503 -9.752065 0.41 -0.29 -0.60 -0.672
C -1.539684 4.346846 -0.292018 -1.10 0.30 -0.16 -0.047
C 4.163043 -5.534839 -5.009693 1.02 -0.63 -0.30 -0.663
C 3.032863 5.283258 1.480668 0.91 -1.68 -0.80 0.016
C -2.659416 0.776163 7.264240 -1.64 -1.35 0.57 -0.005
C -7.874554 1.168593 1.709673 1.51 -0.03 2.83 -0.408
C 7.305742 1.367623 -3.255754 -0.05 -1.60 -0.04 0.001
C -8.442308 1.474428 -0.594797 0.61 -0.60 -0.76 0.038
C -1.079844 1.989759 9.072914 1.31 1.44 0.91 0.023
C -6.475516 -3.934173 5.774028 -0.76 0.12 0.47 -0.686
C 3.720297 -2.092804 -11.179164 0.51 0.00 0.60 -0.571
C 2.843833 7.196532 -0.001574 -1.67 2.02 -3.99 -0.359
C 7.493148 2.599958 -2.854367 0.19 -0.04 0.80 0.000
H -6.259802 -5.009883 -1.424197 0.09 -0.61 -0.24 0.059
H 5.036005 -7.494730 -5.561526 -0.13 0.36 -0.83 0.052
H -2.345577 5.446631 -4.153749 -0.04 0.03 -0.48 0.049
H 2.754278 9.114440 0.963357 0.09 -0.02 -0.07 0.125
H 4.265264 -0.497322 -9.765240 -0.40 -0.02 -0.02 0.049
H 4.963033 -3.762810 6.889062 -0.27 0.56 -0.49 0.045
H -7.338564 -3.253933 -0.201762 0.36 -0.33 -0.04 0.052
H 0.136455 2.783046 7.547564 -0.03 -0.06 -0.31 0.122
H -7.853376 -2.243383 5.428861 -0.09 -0.11 0.33 0.048
H 0.988526 -0.325549 1.264020 0.46 0.07 0.12 0.112
H 3.046089 5.142817 -0.670029 -0.15 -0.37 0.16 0.123
H 4.732548 -2.308959 7.913872 0.03 -0.09 -0.21 0.038
H -6.645548 0.576523 0.011615 0.28 0.26 0.25 0.127
H 6.113699 -6.941244 0.283157 0.71 0.37 0.35 0.072
H -0.869375 3.494497 -0.181123 -0.34 -0.27 -0.55 0.072
H 4.327575 -5.312287 -0.022267 -0.11 0.43 0.03 0.051
H -8.161773 1.280826 -1.619599 -0.21 0.27 -0.31 0.114
H -8.076759 -3.286188 -1.790249 0.15 -0.36 -0.05 0.047
H 5.703393 -4.417821 0.679319 -0.28 0.10 0.61 0.070
H 6.568347 -1.102127 6.369775 0.05 -0.51 0.32 0.043
H 4.720976 -7.299235 1.198222 -0.17 0.26 0.02 0.044
H 3.804216 -5.264483 -6.002794 -0.32 -0.10 0.24 0.043
H -7.318843 -5.937386 -0.314697 -0.29 0.09 -0.29 0.060
H -0.566813 2.551987 9.839142 0.61 0.09 -0.03 0.112
H 7.884599 0.612549 -2.744704 -0.13 -0.48 -0.29 0.121
H -0.934679 5.160787 0.107469 -0.38 0.44 -0.32 0.067
H -5.922378 -3.641789 6.666583 0.28 0.46 -0.45 0.046
H -3.839400 0.085437 8.839220 -0.06 -0.30 -0.03 0.119
H 3.040767 -1.504662 -11.795956 0.46 0.07 -0.11 0.055
H -2.882507 3.843238 -1.998525 0.10 -0.84 0.44 0.106
H 4.548906 -4.631170 -4.537905 -0.50 -0.12 0.34 0.053
H 6.136402 -2.359597 5.181545 0.07 -0.01 0.23 0.053
H -11.091284 2.465270 1.337797 -0.07 -0.06 0.30 0.117
H -2.400626 4.164813 0.351197 0.08 0.21 0.26 0.071
H -8.349626 -3.868630 4.903102 -0.80 0.24 0.39 0.053
H 3.359821 -3.120810 -11.142237 0.25 0.10 -0.07 0.046
H -3.315223 0.219667 6.611064 0.19 0.30 -0.65 0.127
H -0.629546 -1.759866 -3.154520 -0.32 -0.10 0.09 0.112
H 5.949868 -6.810040 -4.352768 -0.37 0.75 0.44 0.041
H -6.606607 -5.011250 5.878084 0.18 0.02 -0.43 0.051
H 4.677879 -2.113286 -9.264608 -0.40 -0.06 0.31 0.040
H 3.235984 4.222730 1.501271 -0.26 -0.27 0.79 0.120
H -9.562348 1.836838 3.062561 0.63 -0.40 0.36 0.117
H 3.140006 8.261914 3.183530 -0.16 -0.23 0.42 0.114
H 5.111520 1.944042 -5.786894 -0.52 0.10 0.10 0.121
H 5.248460 4.241829 -4.817865 0.12 0.06 -0.43 0.128
H 8.189655 2.666769 -2.031674 0.04 0.97 0.00 0.125
H -1.234681 -1.039254 1.209611 -0.10 -0.20 -0.05 0.111
H -2.604412 5.434295 -2.025823 1.21 0.99 0.00 0.105
H -2.436101 4.548209 -5.780753 -0.30 -0.25 0.48 0.074
H 1.629635 -1.001031 -2.944134 0.03 0.05 -0.17 0.109
H -0.934995 5.284179 -5.320846 -0.21 0.61 0.27 0.063
```
Positions in Å, forces in eV/Å.

The calculation puts the maximum force at 0.1004 hartree/bohr. Its HOMO energy is -9.8 eV. The orbital gap is 7.8 eV. Its total charge is 0. The SMILES is O=C1C=CC(=O)C=C1.O=C1C=CC(=O)C=C1.O=C1C=CC(=O)C=C1.O=C1C=CC(=O)C=C1.O=C1C=CC(=O)C=C1.CCOS(C)(=O)=O.BrCCBr.BrCCBr.BrCCBr.BrCCBr.BrCCBr.BrCCBr.

5 unconnected molecules or ions with the total composition H9O4S in a non-equilibrium geometry, computed with ωB97M-V/def2-TZVPD.

```
14
Properties=species:S:1:pos:R:3:forces:R:3:nbo_charge:R:1
S 0.718066 -0.882822 -0.121160 -0.24 0.05 0.06 -1.012
O -0.945304 -0.249157 2.637492 -0.72 -3.71 -4.86 -1.007
O 2.382716 2.106200 0.132721 -0.11 -0.13 -0.01 -1.000
O -1.589939 -2.835981 -1.940592 -2.29 0.21 -1.04 -0.960
O -0.977668 2.152370 -0.560647 2.46 -1.95 0.52 -0.959
H -0.272517 -0.569930 1.805154 -2.61 0.41 1.87 0.487
H -0.138983 1.551428 -0.392289 -2.19 1.98 -0.59 0.491
H -1.094857 -2.314080 -1.333320 1.41 0.84 1.12 0.496
H -2.386809 -2.252791 -2.040580 1.00 -0.99 -0.06 0.453
H 3.000557 2.459564 -0.536115 -0.82 -0.97 0.26 0.465
H 1.262614 -2.109196 -0.201473 0.09 0.20 0.08 0.131
H 1.981760 1.217547 -0.090938 1.03 0.84 -0.20 0.512
H -1.644820 1.491622 -0.355462 -0.34 0.01 0.05 0.465
H -0.294812 0.235224 2.997215 3.33 3.20 2.80 0.439
```
Positions in Å, forces in eV/Å.

The calculation puts the maximum force at 0.1197 hartree/bohr. Its HOMO energy is -4.4 eV. The orbital gap is 8.2 eV. Its total charge is -1. The relative energy (zero: lowest compared OMol25 entry of this formula, charge and spin) is 33.1 kcal per mole.

| no. | electronic energy (eV) |
| --- | --- |
| 1 | -23288.959 |
| 2 | -925459.056 |
| 3 | -19172.674 |